Computed, not measured: a molecular structure, C12H30N2O8SSn, with ωB97M-V with the def2-TZVPD basis set.

Last column: Mulliken charge in e.
Cartesian coordinates (Å):
Sn: -26.878 34.466 -30.292  0.692
S: -24.771 30.626 -33.519  1.314
O: -25.935 30.199 -34.224  -0.496
O: -25.044 30.487 -32.117  -0.479
O: -23.524 30.012 -33.945  -0.554
O: -24.703 32.037 -33.794  -0.479
C: -30.710 36.725 -27.857  -0.820
O: -30.332 37.225 -29.105  -0.216
C: -31.328 38.085 -29.768  -0.650
C: -30.654 38.853 -30.872  -0.455
N: -30.155 38.008 -31.962  -0.331
C: -29.274 38.747 -32.966  -0.810
C: -30.016 39.951 -33.580  -0.515
O: -31.231 39.413 -34.109  -0.330
C: -32.136 40.497 -34.404  -0.719
H: -31.030 37.449 -27.108  0.302
H: -29.861 36.172 -27.456  0.248
H: -31.439 35.915 -27.867  0.325
H: -31.708 38.809 -29.047  0.363
H: -32.051 37.426 -30.249  0.295
H: -29.764 39.353 -30.492  0.377
H: -31.351 39.545 -31.344  0.233
H: -30.944 37.593 -32.437  0.298
H: -29.019 38.055 -33.768  0.377
H: -28.370 39.146 -32.506  0.361
H: -29.427 40.407 -34.376  0.444
H: -30.269 40.682 -32.812  0.364
H: -33.058 39.988 -34.685  0.247
H: -31.684 41.084 -35.203  0.291
H: -32.309 41.146 -33.546  0.317
C: -22.891 40.151 -24.022  -0.795
O: -24.018 39.450 -24.396  -0.324
C: -24.445 39.648 -25.754  -0.473
C: -25.387 38.450 -26.117  -0.825
N: -24.608 37.274 -26.490  -0.333
C: -23.888 36.667 -25.363  -0.114
C: -23.121 35.402 -25.879  -0.694
O: -23.920 34.316 -26.265  -0.311
C: -23.131 33.185 -26.623  -0.721
H: -22.005 39.779 -24.537  0.326
H: -22.659 40.224 -22.959  0.251
H: -23.007 41.223 -24.185  0.323
H: -23.620 39.573 -26.462  0.305
H: -24.983 40.586 -25.890  0.473
H: -25.947 38.791 -26.988  0.363
H: -26.162 38.306 -25.364  0.338
H: -24.027 37.381 -27.309  0.268
H: -24.596 36.395 -24.580  0.300
H: -23.094 37.337 -25.033  0.099
H: -22.466 35.058 -25.079  0.357
H: -22.544 35.708 -26.752  0.338
H: -23.823 32.479 -27.081  0.239
H: -22.699 32.676 -25.761  0.280
H: -22.433 33.528 -27.387  0.334

- gap between HOMO and LUMO (eV) = 2.8
- energy relative to the best compared isomer or geometry (same formula, charge and spin) (kcal/mol) = 177.2
- HOMO (eV) = -7.27
- molecular weight (g/mol) = 481.16

Computed, not measured: a single C10H14N2O2 molecule, with ωB97M-V with the def2-TZVPD basis set.

Last column: Mulliken charge in e.
Cartesian coordinates (Å):
C: -3.184 -1.323 0.535  -0.899
C: -2.571 -0.210 0.155  0.765
C: -2.240 0.986 0.878  0.038
N: -1.876 1.972 1.325  -0.516
C: -2.117 -0.047 -1.301  -0.948
C: -0.642 -0.081 -1.705  0.004
O: -0.075 1.121 -1.385  -0.350
C: 0.882 1.190 -0.392  0.944
N: 1.360 0.332 0.362  -0.511
C: 1.196 -1.023 0.606  0.507
C: 0.307 -1.310 1.551  -1.340
C: 2.322 -1.747 -0.069  -0.992
O: 1.267 2.451 -0.301  -0.372
C: 2.326 2.676 0.608  -0.734
H: -3.212 -2.122 -0.188  0.333
H: -3.687 -1.315 1.516  0.305
H: -2.558 0.882 -1.449  0.402
H: -2.752 -0.771 -1.996  0.425
H: 0.040 -0.970 -1.217  0.049
H: -0.493 -0.287 -2.883  0.307
H: 0.276 -2.345 1.838  0.262
H: -0.241 -0.593 1.942  0.576
H: 3.126 -2.060 0.699  0.321
H: 2.842 -1.063 -0.830  0.247
H: 1.828 -2.621 -0.643  0.308
H: 2.684 1.720 0.777  0.389
H: 2.103 3.254 1.552  0.245
H: 3.090 3.305 0.017  0.235

- gap between HOMO and LUMO (eV) = 8.8
- energy relative to the best compared isomer or geometry (same formula, charge and spin) (kcal/mol) = 79.2
- HOMO (eV) = -8.33
- molecular weight (g/mol) = 194.23

Computed, not measured: a molecular structure, C4H12N2O2, with ωB97M-V with the def2-TZVPD basis set.

Last column: Mulliken charge in e.
Cartesian coordinates (Å):
C: -0.828 -2.827 -0.236  -0.561
C: -2.391 -0.580 1.875  -0.345
O: -0.916 -1.763 0.720  -0.026
N: -2.258 -1.534 1.054  -0.467
H: 0.235 -2.956 -0.418  0.261
H: -1.267 -3.737 0.177  0.272
H: -1.335 -2.552 -1.162  0.282
H: -1.554 0.002 2.255  0.317
H: -3.404 -0.329 2.159  0.284
C: 1.024 2.544 -1.213  -0.826
C: 0.440 -0.055 -0.101  -0.708
N: 1.854 1.381 -0.964  -0.342
O: 2.686 1.643 0.165  -0.410
H: 3.561 1.357 -0.126  0.337
H: 0.301 2.275 -1.984  0.329
H: 1.648 3.359 -1.587  0.276
H: 0.498 2.894 -0.318  0.325
H: 1.372 0.310 -1.044  0.508
H: -0.484 0.532 -0.175  0.187
H: 0.817 0.036 0.923  0.307

- gap between HOMO and LUMO (eV) = 8.9
- energy relative to the best compared isomer or geometry (same formula, charge and spin) (kcal/mol) = 227.9
- HOMO (eV) = -7.98
- molecular weight (g/mol) = 120.15

Computed, not measured: a molecular structure, C25H17BrCl4F2N4OTa, with ωB97M-V with the def2-TZVPD basis set.

Last column: Mulliken charge in e.
Cartesian coordinates (Å):
Ta: -0.097 -0.131 -0.479  1.798
Cl: -6.578 0.003 3.277  -0.099
C: -5.222 0.140 2.229  -0.107
C: -4.854 1.371 1.620  -0.401
C: -3.639 1.583 0.937  -0.878
C: -2.822 0.489 0.721  0.524
O: -1.761 0.612 -0.021  -0.222
C: -3.175 -0.800 1.205  0.406
C: -2.287 -1.866 0.925  0.036
N: -1.142 -1.821 0.173  0.062
C: -0.494 -3.105 -0.011  0.225
C: -1.080 -4.334 -0.017  -0.445
C: -0.243 -5.480 -0.135  -0.885
C: 1.080 -5.383 -0.084  -1.027
C: 1.666 -4.095 -0.076  0.623
C: 3.022 -3.944 -0.195  -0.546
C: 3.549 -2.655 -0.127  -0.907
C: 2.741 -1.589 -0.312  -0.108
N: 1.354 -1.721 -0.353  0.019
C: 0.873 -2.923 -0.139  1.051
C: -4.364 -0.962 1.925  -0.830
H: -5.635 2.124 1.581  0.411
H: -3.545 2.585 0.427  0.429
H: -2.465 -2.848 1.429  0.647
H: -2.148 -4.501 0.056  0.652
H: -0.749 -6.428 -0.275  0.457
H: 1.690 -6.224 -0.075  0.551
H: 3.753 -4.786 -0.349  0.456
H: 4.634 -2.510 -0.289  0.372
H: 3.178 -0.632 -0.479  0.444
H: -4.607 -1.931 2.333  0.500
C: 3.493 4.278 -0.416  -1.720
C: 2.637 3.336 0.433  0.242
C: 2.372 3.626 1.700  -0.133
C: 1.566 2.827 2.490  -0.754
C: 1.004 1.713 1.901  0.080
Br: 0.081 0.309 2.912  -0.020
N: 1.246 1.368 0.588  -0.166
C: 2.065 2.173 -0.101  -0.028
H: 2.953 5.117 -0.533  0.434
H: 3.709 3.719 -1.316  0.396
H: 4.406 4.512 0.070  0.476
H: 2.890 4.418 2.242  0.480
H: 1.468 3.098 3.524  0.480
H: 2.327 1.938 -1.133  0.462
Cl: -1.864 3.761 -4.300  -0.011
C: -0.739 3.981 -3.012  0.740
Cl: 0.836 4.543 -3.543  -0.043
Cl: -1.425 5.172 -1.798  -0.064
C: -0.441 2.723 -2.284  -0.143
N: -0.265 1.787 -1.622  -0.557
F: 1.276 0.016 -2.238  -0.288
C: -0.027 -0.752 -2.565  -0.276
F: -0.538 -0.162 -3.628  -0.184
H: 0.336 -1.739 -2.791  0.391

- total charge = +3
- gap between HOMO and LUMO (eV) = 5.9
- energy relative to the best compared isomer or geometry (same formula, charge and spin) (kcal/mol) = 31.6
- HOMO (eV) = -16.88
- molecular weight (g/mol) = 830.10

Computed, not measured: a single C4H13N3O molecule, with ωB97M-V with the def2-TZVPD basis set.

Last column: Mulliken charge in e.
Cartesian coordinates (Å):
C: -1.273 0.621 0.927  -1.440
C: -0.264 -0.023 0.006  0.557
C: 0.690 -0.959 0.582  -0.680
N: -0.184 -2.416 0.730  -0.390
N: -0.341 -3.181 -0.433  -0.507
N: 1.057 1.106 -0.435  -0.205
C: 0.575 2.081 -1.384  -0.923
O: 1.556 1.776 0.702  -0.402
H: -2.119 -0.045 1.097  0.413
H: -1.656 1.543 0.482  0.368
H: -0.839 0.871 1.894  0.309
H: -0.688 -0.342 -0.947  0.268
H: 1.509 -1.250 -0.070  0.391
H: 0.999 -0.718 1.595  0.247
H: -1.115 -2.237 1.100  0.274
H: 0.559 -3.571 -0.694  0.255
H: -0.727 -2.670 -1.228  0.218
H: -0.246 2.706 -0.988  0.338
H: 1.395 2.745 -1.676  0.275
H: 0.232 1.558 -2.275  0.321
H: 0.881 2.406 1.016  0.313

- gap between HOMO and LUMO (eV) = 9.0
- energy relative to the best compared isomer or geometry (same formula, charge and spin) (kcal/mol) = 125.8
- HOMO (eV) = -8.19
- molecular weight (g/mol) = 119.17

Computed, not measured: 2 unconnected molecules or ions with the total composition C8H10BrN4O, with ωB97M-V with the def2-TZVPD basis set.

Last column: Mulliken charge in e.
Cartesian coordinates (Å):
C: 2.747 -1.300 0.856  0.040
C: 1.698 -0.199 -0.757  -0.151
C: 2.889 -0.269 -0.076  -0.390
C: 0.025 2.564 0.408  -0.232
C: -1.008 0.420 1.139  -0.140
C: -0.262 -1.559 -0.507  0.641
C: -2.587 -2.229 -1.061  -0.651
C: 0.061 1.358 1.078  -0.698
N: -1.066 3.028 -0.133  -0.424
N: -1.269 -2.037 -0.862  0.033
N: 1.592 -1.844 0.750  -0.800
N: 0.943 -1.233 -0.281  0.440
O: -1.994 0.362 0.368  -0.702
Br: 4.518 0.845 -0.301  -0.095
H: 3.535 -1.694 1.521  0.459
H: 1.324 0.248 -1.672  0.525
H: 0.765 3.284 0.525  0.510
H: -0.969 -0.255 1.922  0.599
H: -2.852 -1.649 -1.965  0.312
H: -3.173 -1.809 -0.231  0.309
H: -2.830 -3.297 -1.266  0.293
H: 0.756 1.213 1.796  0.544
H: -1.042 3.794 -0.959  0.301
H: -1.800 2.261 -0.293  0.275

- total charge = +1
- gap between HOMO and LUMO (eV) = 7.9
- energy relative to the best compared isomer or geometry (same formula, charge and spin) (kcal/mol) = 97.9
- HOMO (eV) = -12.07
- molecular weight (g/mol) = 258.10